1.
Molecular formula: C6H10CoIN3O4
Method: DFT, the ωB97M-V functional and the def2-TZVPD basis

```
25
C6H10CoIN3O4, DFT the ωB97M-V functional and the def2-TZVPD basis
I 0.219 -2.235 -2.654
Co 0.454 -0.399 -0.984
O 1.365 1.859 2.179
O -1.333 -0.297 -0.803
O 2.255 -0.431 -1.126
O 4.171 -0.649 0.000
N 0.388 1.884 -1.157
N 0.900 0.116 0.792
N -3.516 -0.769 -0.523
C 2.053 -0.602 1.212
C 0.835 1.415 1.181
C 2.979 -0.572 -0.090
C 0.038 2.287 0.209
C -2.208 -1.060 -0.238
C -1.887 -2.090 0.620
H -0.262 2.275 -1.830
H -3.691 -0.194 -1.331
H 0.271 3.336 0.422
H 2.568 -0.120 2.048
H 1.322 2.220 -1.383
H -4.234 -1.422 -0.260
H -0.862 -2.261 0.903
H 1.841 -1.651 1.434
H -1.027 2.114 0.373
H -2.636 -2.754 1.007
```

Computed properties:
- E (eV) = -64771.5171
- frontier orbital gap (alpha / beta) (eV) = 7.06 / 5.46
- expectation value of S² = 3.804
- max |F| (eV Å⁻¹) = 3.801
- highest occupied orbital energy (alpha / beta) (eV) = -8.5 / -8.6
- 2S+1 = 4

These are the natural (NBO) partial charges, in e, on atoms 1 to 6:
1. I -0.472
2. Co 1.342
3. O -0.602
4. O -0.667
5. O -0.708
6. O -0.596

2.
Molecular formula: C6H10F2O4
Method: DFT, the ωB97M-V functional and the def2-TZVPD basis

```
22
C6H10F2O4, DFT the ωB97M-V functional and the def2-TZVPD basis
F 2.448 0.805 0.676
F 1.787 2.412 -1.440
O 0.279 0.721 1.339
O 1.572 -0.307 -1.747
O -0.715 -1.645 -1.233
O -2.231 -0.609 1.602
C 1.236 1.456 0.665
C 0.788 1.727 -0.766
C -0.565 -0.355 -0.653
C 0.422 0.469 -1.509
C -0.009 -0.558 0.757
C -0.983 -1.269 1.665
H -0.074 0.726 -2.473
H -0.558 -1.248 2.673
H -0.101 2.373 -0.701
H 1.273 -1.192 -1.980
H -1.523 0.153 -0.593
H -1.479 -1.648 -1.847
H -2.793 -0.989 2.266
H 0.920 -1.157 0.717
H -1.050 -2.290 1.347
H 1.356 2.427 1.234
```

Computed properties:
- E (eV) = -20008.5856
- frontier orbital gap (eV) = 10.60
- max |F| (eV Å⁻¹) = 1.232
- highest occupied orbital energy (eV) = -10.1
- ΔE to the lowest compared entry with this formula, charge and spin (eV) = 0.000

These are the natural (NBO) partial charges, in e, on atoms 1 to 6:
1. F -0.351
2. F -0.343
3. O -0.517
4. O -0.704
5. O -0.736
6. O -0.723

3.
Molecular formula: C6H10F5LiO
Method: DFT, the ωB97M-V functional and the def2-TZVPD basis

```
23
C6H10F5LiO, DFT the ωB97M-V functional and the def2-TZVPD basis
F -1.001 2.250 -0.653
F 0.105 1.902 -3.189
F -2.039 0.298 -0.897
F -2.409 1.882 -2.335
F -0.737 -0.155 -3.242
O 0.758 -0.575 0.854
C -1.461 1.360 -1.578
C -0.132 -1.683 0.851
C 1.391 1.552 1.689
C -0.258 0.839 -2.390
C 0.084 -2.516 -0.384
C 0.431 0.407 1.873
Li 1.155 0.116 -0.844
H 0.627 -0.100 2.844
H 1.674 1.728 0.648
H 1.012 2.466 2.210
H 0.011 -2.259 1.810
H -0.595 -3.399 -0.360
H 2.280 1.311 2.275
H -0.287 -1.984 -1.266
H -0.585 0.743 1.843
H 1.138 -2.842 -0.552
H -1.163 -1.341 0.792
```

Computed properties:
- E (eV) = -22223.8053
- frontier orbital gap (eV) = 7.76
- max |F| (eV Å⁻¹) = 2.088
- highest occupied orbital energy (eV) = -7.8
- ΔE to the lowest compared entry with this formula, charge and spin (eV) = 0.000

These are the natural (NBO) partial charges, in e, on atoms 1 to 6:
1. F -0.345
2. F -0.388
3. F -0.364
4. F -0.312
5. F -0.397
6. O -0.625

4.
Molecular formula: C6H10FN
Method: DFT, the ωB97M-V functional and the def2-TZVPD basis

```
18
C6H10FN, DFT the ωB97M-V functional and the def2-TZVPD basis
F 0.041 1.103 -1.234
N -2.249 0.663 0.104
C 0.378 -1.496 0.394
C -1.475 -0.031 1.067
C -0.925 -1.314 0.483
C 1.075 0.976 -0.387
C 1.241 -0.262 0.490
C 2.219 0.021 -0.658
H 1.957 -0.795 -1.374
H 0.893 -2.314 -0.041
H -2.836 0.032 -0.303
H -1.577 1.021 -0.608
H -0.697 0.525 1.609
H 1.605 0.042 1.480
H 3.195 0.268 -0.523
H 1.596 1.798 0.065
H -1.551 -2.013 -0.058
H -2.283 -0.490 1.800
```

Computed properties:
- E (eV) = -10588.4753
- frontier orbital gap (eV) = 9.90
- max |F| (eV Å⁻¹) = 5.230
- highest occupied orbital energy (eV) = -8.8
- ΔE to the lowest compared entry with this formula, charge and spin (eV) = 2.594

These are the natural (NBO) partial charges, in e, on atoms 1 to 6:
1. F -0.328
2. N -0.827
3. C -0.227
4. C -0.256
5. C -0.159
6. C 0.183

5.
Molecular formula: C6H10IN
Method: DFT, the ωB97M-V functional and the def2-TZVPD basis

```
18
C6H10IN, DFT the ωB97M-V functional and the def2-TZVPD basis
I -2.450 -0.623 1.022
N -1.401 -1.357 -3.011
C 0.017 1.476 -0.373
C 1.842 0.551 1.068
C -0.326 -0.690 0.797
C 0.330 0.656 0.878
C -2.367 -0.864 -2.672
C 0.243 -1.860 0.598
H -0.317 -2.777 0.547
H 2.088 -0.133 1.878
H -1.056 1.582 -0.517
H 0.448 2.474 -0.287
H -3.271 -0.403 -2.367
H 0.435 0.995 -1.257
H 2.240 1.534 1.315
H 2.323 0.208 0.155
H 1.310 -1.946 0.478
H -0.089 1.178 1.748
```

Computed properties:
- E (eV) = -15969.1061
- frontier orbital gap (alpha / beta) (eV) = 5.53 / 7.40
- expectation value of S² = 2.010
- max |F| (eV Å⁻¹) = 10.797
- highest occupied orbital energy (alpha / beta) (eV) = -5.2 / -9.9
- ΔE to the lowest compared entry with this formula, charge and spin (eV) = 1.384
- 2S+1 = 3

These are the natural (NBO) partial charges, in e, on atoms 1 to 6:
1. I 0.124
2. N -0.313
3. C -0.595
4. C -0.604
5. C -0.036
6. C -0.323

6.
Molecular formula: C6H10IN4
Method: DFT, the ωB97M-V functional and the def2-TZVPD basis

```
21
C6H10IN4, DFT the ωB97M-V functional and the def2-TZVPD basis
I 0.797 -0.134 3.036
N -0.649 1.319 -0.823
N -0.251 3.291 -1.378
N -0.876 -2.323 0.359
N -0.916 2.273 -1.698
C 1.802 -0.722 0.287
C 0.592 -0.348 0.952
C -0.791 -0.755 0.489
C 0.295 1.834 0.113
C -1.076 -0.054 -0.968
C 0.474 3.124 -0.245
H 0.074 -2.633 0.013
H 1.189 3.761 0.214
H -0.983 -2.474 1.300
H 2.669 0.001 0.661
H -1.697 -2.580 -0.154
H -0.647 -0.430 -1.847
H 1.601 -0.726 -0.897
H 2.253 -1.744 0.578
H -2.160 -0.102 -1.228
H -1.699 -0.576 1.237
```

Computed properties:
- E (eV) = -20432.2522
- frontier orbital gap (alpha / beta) (eV) = 7.72 / 7.72
- max |F| (eV Å⁻¹) = 5.750
- highest occupied orbital energy (alpha / beta) (eV) = -12.7 / -12.7
- ΔE to the lowest compared entry with this formula, charge and spin (eV) = 3.479
- charge = +1

These are the natural (NBO) partial charges, in e, on atoms 1 to 6:
1. I 0.289
2. N -0.264
3. N -0.181
4. N -0.687
5. N -0.026
6. C -0.789

7.
Molecular formula: C6H10IN4
Method: DFT, the ωB97M-V functional and the def2-TZVPD basis

```
21
C6H10IN4, DFT the ωB97M-V functional and the def2-TZVPD basis
I 4.816 -0.409 0.185
N -1.991 -0.572 -0.401
N -1.118 -0.685 0.494
N 0.013 -0.225 -0.031
N -4.311 -1.883 0.791
C -1.461 -0.016 -1.608
C -0.123 0.173 -1.322
C 3.728 2.523 -0.323
C 3.393 1.276 -0.147
C 1.304 -0.329 0.602
C 2.029 0.867 0.016
H 2.937 3.281 -0.237
H -4.490 -2.851 0.589
H -2.991 -0.808 -0.237
H -2.049 0.310 -2.338
H 1.897 -1.275 0.449
H -5.211 -1.576 1.070
H 4.737 2.835 -0.239
H -3.705 -1.914 1.576
H 1.266 -0.223 1.594
H 1.331 1.502 -0.482
```

Computed properties:
- E (eV) = -20432.6270
- frontier orbital gap (alpha / beta) (eV) = 6.24 / 6.03
- max |F| (eV Å⁻¹) = 5.983
- highest occupied orbital energy (alpha / beta) (eV) = -12.5 / -12.4
- ΔE to the lowest compared entry with this formula, charge and spin (eV) = 3.104
- charge = +1

These are the natural (NBO) partial charges, in e, on atoms 1 to 6:
1. I 0.180
2. N -0.253
3. N -0.008
4. N -0.211
5. N -1.082
6. C -0.153

8.
Molecular formula: C6H10InO6
Method: DFT, the ωB97M-V functional and the def2-TZVPD basis

```
23
C6H10InO6, DFT the ωB97M-V functional and the def2-TZVPD basis
In 0.082 -1.015 -3.373
O 0.931 -1.621 2.426
O -1.875 -1.930 -0.118
O 0.661 0.512 1.747
O -0.824 -2.474 -2.028
O -0.861 -0.428 -1.509
O -0.324 -0.128 3.551
C -0.140 1.804 -0.823
C 0.470 -0.513 2.560
C -1.346 -1.616 -1.138
C -1.221 0.748 -0.731
C 1.444 0.265 0.570
C 1.289 1.411 -0.408
H -2.163 1.123 -1.146
H 1.791 2.304 -0.010
H 1.124 -0.689 0.135
H -0.115 2.214 -1.842
H 1.867 1.114 -1.296
H 2.496 0.161 0.866
H -1.385 0.410 0.297
H -0.456 -0.865 4.159
H -0.505 2.616 -0.179
H -0.938 -3.400 -1.713
```

Computed properties:
- E (eV) = -23822.4383
- frontier orbital gap (alpha / beta) (eV) = 8.75 / 2.86
- expectation value of S² = 0.758
- max |F| (eV Å⁻¹) = 4.238
- highest occupied orbital energy (alpha / beta) (eV) = -17.9 / -17.2
- 2S+1 = 2
- charge = +2

These are the natural (NBO) partial charges, in e, on atoms 1 to 6:
1. In 1.461
2. O -0.520
3. O -0.444
4. O -0.408
5. O -0.791
6. O -0.625